89
Properties=species:S:1:pos:R:3:forces:R:3 method="wB97M-V/def2-TZVPD" total_energy_ev=-142990.149 orbital_gap_ev=7.199 e_homo_ev=-7.21 e_above_lowest_ev=0.160
H -3.1367 -4.3525 0.9798 -0.01 0.02 0.02
S -4.8214 0.4815 -1.0163 0.01 0.07 0.03
H 5.1336 -0.7871 0.6350 0.01 0.01 0.03
H 4.1468 -4.4719 1.2645 0.05 -0.02 0.04
H 2.4489 2.0178 -1.1760 -0.01 -0.01 -0.01
H 5.1932 3.3284 0.2067 0.00 0.01 0.02
N 2.7326 1.3341 0.7850 0.04 -0.02 -0.03
H 2.8505 -5.8774 -0.9981 -0.01 -0.03 0.00
C -0.6544 -2.9878 3.8238 0.04 -0.07 -0.02
S -2.7137 2.8232 -3.0075 0.03 0.01 0.10
H 5.5017 2.6078 1.7849 0.01 0.00 -0.01
H 4.2082 -3.3276 -1.5391 0.03 -0.02 -0.02
H 2.4250 0.2483 -0.9809 0.04 0.01 0.00
S -2.8891 2.8288 2.0746 -0.12 -0.13 0.08
C 2.9301 1.1731 -0.6705 -0.07 -0.02 0.03
S 0.0772 4.4400 -0.5205 -0.15 0.50 0.02
C 3.3877 2.5904 1.2017 -0.11 0.08 0.06
C -1.9994 5.1863 -1.7604 0.08 -0.14 0.18
H -2.1835 8.8656 -0.6536 0.01 0.00 0.02
H 4.7149 0.1917 -1.4890 0.00 0.01 0.01
H 3.6600 -1.7878 -0.8836 -0.02 0.01 0.04
H 0.4217 -2.9537 4.0071 0.01 0.00 0.01
C -0.4163 -3.2572 -3.0329 -0.03 0.07 -0.03
C -4.2198 1.6577 0.1436 0.05 -0.15 0.09
C -2.9457 -2.6418 -1.4908 0.13 -0.02 0.00
H -0.9732 -3.0729 -3.9560 0.02 -0.02 -0.04
C -3.8248 4.0222 1.2227 0.00 0.02 -0.04
H -1.1158 -3.5735 4.6220 -0.01 -0.01 0.05
Sb 0.2065 -2.2763 0.4898 -0.03 0.04 -0.12
H 2.8970 3.4139 0.6799 0.03 0.01 0.01
C -3.0726 7.3071 -1.8231 -0.01 -0.02 -0.02
C 3.3208 -2.7393 -1.2951 -0.05 0.02 -0.02
C -3.0252 5.9819 -2.2345 -0.05 0.01 -0.02
C -2.1139 7.8311 -0.9618 0.07 -0.02 0.03
H -3.4073 -2.0885 -0.6733 0.01 -0.05 0.03
H 2.7916 -2.5308 -2.2263 -0.01 0.01 -0.03
H -3.8756 7.9460 -2.1653 -0.02 -0.01 -0.02
C 3.2361 -3.9171 1.5035 -0.02 -0.02 -0.05
H -6.2234 -1.3686 -0.5472 0.01 0.02 0.00
H 4.7208 1.9450 -1.6627 0.00 -0.01 0.00
H -1.4240 -0.2001 -3.2120 -0.06 0.00 -0.01
O 1.3869 4.6823 -1.0701 0.04 -0.01 0.01
Si -1.0306 -3.7683 2.1633 -0.04 0.09 0.06
H -3.0578 -3.7180 -1.3343 -0.01 0.09 0.02
H -1.6525 0.2581 -1.5582 -0.03 0.06 -0.02
N -0.7079 3.2646 -1.2996 0.11 -0.23 -0.05
C 4.8790 0.1524 1.1312 0.02 -0.05 0.00
O 0.0844 4.1099 0.9085 0.12 -0.20 -0.16
S -4.7916 3.3051 -0.0078 0.01 0.03 -0.02
H 0.6684 -5.6181 2.3115 0.03 0.02 0.01
H -3.3352 -4.2987 2.7368 -0.03 -0.02 0.00
H -0.3279 7.4278 0.1897 -0.01 0.01 0.00
C -1.0291 -0.3623 -2.2077 0.10 -0.12 -0.04
H -1.0419 -1.9694 3.8806 -0.03 0.02 -0.05
C 3.3714 0.2043 1.4843 0.03 0.04 0.05
C -5.8249 -0.5647 0.0717 -0.01 0.09 -0.05
H -6.6464 0.0078 0.4967 -0.01 -0.02 0.00
S -3.7994 5.6234 1.5750 0.00 -0.04 0.01
Si -1.1520 -2.1642 -1.6982 0.02 -0.15 0.05
H 0.0068 -0.0009 -2.2331 -0.04 0.03 0.06
C -0.4053 -5.5357 2.1453 -0.05 0.00 0.00
H 1.3722 -5.2956 -1.7621 -0.05 0.01 -0.08
H -0.9103 -6.0731 2.9531 0.01 -0.04 0.01
H 3.2120 2.7231 2.2718 -0.01 -0.01 -0.03
S -2.5463 -0.0798 1.5970 -0.09 0.02 -0.03
C -1.0555 5.7251 -0.9013 0.00 -0.03 -0.06
H 2.6837 -4.4902 2.2495 -0.01 -0.01 0.01
N 5.2250 1.2495 0.2333 0.01 0.00 -0.06
C -1.0769 7.0377 -0.4860 0.01 0.11 -0.01
C -2.8761 -3.7951 1.8812 0.02 -0.04 -0.04
H -3.4631 -2.3702 -2.4150 -0.05 -0.02 -0.01
H 3.5312 -2.9722 1.9639 -0.03 0.03 -0.04
H -3.7700 5.5546 -2.8931 0.00 0.01 0.00
C 1.8955 -5.3770 -0.8119 0.05 0.00 0.05
H 0.6367 -3.0622 -3.2368 0.03 0.03 0.03
Ba -0.0907 1.3754 0.5495 -0.34 -0.14 0.19
H -0.6478 -6.0403 1.2086 -0.01 0.02 0.00
H 3.2168 0.3442 2.5571 -0.01 -0.01 -0.03
C 4.4450 1.1274 -0.9958 0.03 0.00 -0.04
H -3.2996 -2.7931 1.8100 0.03 0.01 -0.01
H -5.2052 -0.9830 0.8594 0.05 -0.05 0.07
H 1.3057 -6.0100 -0.1480 0.02 0.04 0.00
C 4.9006 2.5202 0.8783 0.04 0.06 0.00
Si 2.2485 -3.6896 -0.0807 0.02 -0.03 0.07
H 5.4970 0.2295 2.0272 0.00 0.00 -0.01
H -0.5286 -4.3127 -2.7837 0.00 -0.03 0.03
C -1.7705 3.7216 -2.0005 0.00 0.15 -0.21
H 2.8549 -0.7109 1.1937 -0.03 -0.03 0.00
C -3.3480 1.4016 1.1478 0.17 0.16 -0.07



88
Properties=species:S:1:pos:R:3:forces:R:3 method="wB97M-V/def2-TZVPD" total_energy_ev=-86774.764 smiles=FC(F)C(F)(F)COC(F)(F)C(F)F.C1CCOC1.C1CCOC1.C1CCOC1.C1CCOC1.C1CCOC1.ClCCl orbital_gap_ev=9.864 e_homo_ev=-9.38 e_above_lowest_ev=0.000
C -4.8021 2.3855 -3.5385 0.00 0.31 0.80
H 6.1638 -0.4270 0.3676 -0.43 0.39 -0.21
C 1.9067 3.9914 2.7287 -0.41 -0.27 0.77
C 6.2897 0.2119 1.2412 0.56 -0.28 0.13
H 4.3168 -0.0912 2.1306 0.05 0.13 -0.31
H 5.3306 1.9816 0.3865 -0.33 0.18 0.41
C -3.9274 -4.4728 -2.5279 0.70 -0.67 0.43
F -1.8046 -1.7917 -2.8186 0.61 -0.17 0.72
F 2.8046 2.4856 -0.1793 0.18 -0.52 -0.23
F 3.2197 2.7310 -2.8184 -0.41 -0.05 0.20
H -1.2387 -0.2614 1.9247 -0.40 -0.18 0.23
H 6.5217 0.9209 3.9505 0.16 0.09 -0.10
H 2.0439 5.9529 3.4876 -0.03 0.51 -0.32
C -2.9669 -4.5914 -1.3319 -0.70 0.24 0.24
C 0.7888 1.4034 -0.3272 -0.42 0.44 0.96
C 6.1145 1.7268 1.1054 0.69 -0.70 -0.60
C -0.2538 -0.2732 -1.7064 -0.88 -0.24 2.03
H -2.8310 2.4695 -2.4610 -0.02 -0.01 0.05
C -0.3826 3.8984 3.1544 -0.59 0.59 0.75
H 3.2308 -4.1840 1.4213 0.01 0.16 -0.24
H 0.5453 -2.9220 0.9444 -0.25 0.32 0.40
H -2.4833 -3.6450 -1.0967 -0.23 -0.02 0.55
C -0.0395 5.4175 3.1133 0.41 -1.01 0.42
H 1.8886 -3.2479 3.6713 -0.25 0.00 0.40
H -2.1886 -5.3476 -1.4589 0.15 0.12 -0.68
O -3.7846 -5.1074 -0.2563 0.09 0.50 -0.33
O 1.6753 -5.3193 2.0524 -0.01 -0.30 0.01
H -4.7025 -3.7093 -2.4496 0.47 0.44 0.35
H -5.4781 3.2409 -3.5768 0.18 0.10 -0.03
H 7.0401 2.1817 0.7449 -0.06 0.08 -0.05
H 2.3543 3.6717 3.6785 0.27 0.48 0.00
H -5.6543 1.5374 -5.4607 -0.19 0.36 0.34
H -0.6877 1.3922 2.0255 0.28 0.02 0.45
H -4.7823 -6.9390 -0.5585 0.37 0.15 0.36
H -3.1427 1.4261 -6.3120 0.10 -0.09 0.16
H 1.4768 1.8359 -3.1506 -0.11 0.04 0.21
H -0.0874 5.8441 4.1123 -0.59 0.15 -0.07
H -0.6560 3.5284 4.1525 0.72 0.19 0.31
C 1.3744 -2.9952 1.6509 0.67 -0.20 -1.15
C 2.1217 1.6700 -1.0328 -1.11 0.10 -0.03
H -2.1719 0.1224 -2.5532 0.45 -0.07 -0.16
H 0.1239 -2.8290 3.4884 0.25 0.42 0.01
C -3.3113 2.8101 -3.3749 -0.71 0.41 -0.61
O 0.7237 3.2045 2.6207 -0.45 -0.53 -1.10
C 1.9660 2.4124 -2.3656 0.92 0.16 -0.50
H 0.9879 0.7892 0.5547 0.16 -0.12 -0.17
C -4.7774 1.6065 -4.8153 0.59 -1.34 -1.28
C 2.1601 -4.2564 1.2105 -0.15 -0.28 0.85
H 5.5066 -1.0818 2.8826 0.42 0.10 0.09
H -3.3403 -4.3163 -3.4323 -0.28 -0.18 -0.23
H -0.3378 -4.9906 2.4024 -0.03 0.42 -0.18
H -5.5467 -5.8153 -2.9674 -0.20 -0.27 0.39
H 0.5655 -5.3705 3.8192 0.50 -0.11 -0.05
H -1.3333 3.6862 2.6537 0.48 -0.08 -0.83
C 0.9864 -3.3425 3.0664 -0.68 -0.73 -0.31
C -4.8039 -5.8844 -0.8611 -0.70 -1.26 -0.23
H 1.9950 -4.5496 0.1732 0.07 0.23 -0.06
C -1.6883 -0.7085 -2.0152 -2.01 1.79 -1.19
O -0.3520 0.9163 -1.0285 0.33 -0.44 -1.17
O -2.6147 2.2567 -4.4839 0.78 -0.47 0.15
H 2.0142 -2.1157 1.5564 -0.18 0.10 0.01
C -1.3148 0.6505 2.5094 0.18 0.41 -0.54
H -5.1211 1.7709 -2.6964 -0.08 -0.01 -0.04
F 1.2943 3.5701 -2.1481 0.02 -0.25 0.07
F -2.4736 -0.8382 -0.9064 0.97 -0.70 0.03
C 0.6366 -4.8201 2.8780 0.05 -0.01 0.35
H -3.6393 3.1100 -5.9965 -0.41 -0.24 -0.23
H 2.6116 3.7463 1.9369 -0.21 -0.11 -0.12
H 1.6279 5.8671 1.7275 0.00 0.29 0.11
Cl -2.9447 1.3520 2.4144 -0.05 -0.36 0.06
C -3.5345 2.1044 -5.5579 -0.21 0.98 0.73
F 0.4275 -0.1367 -2.8461 0.39 -0.52 -0.03
Cl -0.7787 0.3602 4.1657 -0.05 0.01 -0.22
H -4.5008 0.5765 -4.5585 -0.27 -0.07 -0.09
C 1.4519 5.4586 2.7198 0.19 -0.68 -0.02
H 7.3352 0.0515 1.5253 -0.07 -0.13 0.27
H 4.8265 1.3385 3.9978 -0.15 0.18 -0.21
H 0.3989 2.3522 0.0378 0.42 0.13 0.08
H -5.8022 -5.5427 -0.5696 0.15 0.38 0.05
O 5.8974 2.1849 2.4267 -0.47 0.54 0.22
H -0.7310 5.8865 2.4216 0.24 0.46 0.03
F 0.3181 -1.1942 -0.8725 0.41 0.03 -0.87
C 5.6474 1.1082 3.3182 0.04 -0.90 -0.08
H -3.9680 -6.5570 -2.8371 -0.13 -0.42 0.56
F 2.8061 0.5083 -1.2138 0.06 0.52 -0.02
C -4.6327 -5.8262 -2.3705 0.31 1.00 -1.43
C 5.3748 -0.1083 2.4111 -0.47 0.33 0.42
H -3.2781 3.9039 -3.4302 0.28 0.00 0.15



77
Properties=species:S:1:pos:R:3:forces:R:3 method="wB97M-V/def2-TZVPD" total_energy_ev=-51664.378 orbital_gap_ev=3.996 e_homo_ev=-12.37 e_above_lowest_ev=8.909 charge=+2
C 0.1932 -2.4118 -6.6856 0.40 -0.02 0.37
H -1.5654 4.2327 0.2823 0.16 0.26 0.38
H 4.1478 -2.9558 -2.9233 -0.64 -0.06 -0.01
H -3.9976 -1.6711 0.8144 0.75 -0.19 -0.04
C -1.1636 3.7340 1.1774 -0.18 0.71 -0.27
C -1.7444 3.6262 -6.9216 -0.13 0.15 0.45
H -2.4774 -1.6006 1.8296 -0.28 -0.23 -0.50
O -2.1223 -1.9332 -0.2213 0.92 1.82 -0.30
C -1.3739 -0.3760 -7.7862 0.03 -0.20 0.34
C 3.0425 -2.9627 -2.8339 -0.48 -0.09 2.08
H 2.8257 0.3999 0.6235 -0.48 0.02 -0.08
H -1.3296 -3.1870 -3.0252 0.65 -0.31 0.14
H -2.9095 1.3437 2.9318 0.20 0.08 0.07
H 0.9658 2.9029 -6.3184 0.06 -0.34 -0.17
H 0.6530 -2.0981 -7.6381 -0.08 -0.28 0.46
C -1.8570 1.5083 3.2098 -0.31 -0.11 0.25
H -2.5425 -2.2991 -4.7705 -0.27 -0.15 -0.33
C -2.9862 -2.0924 0.9817 -0.56 -0.11 0.01
C -0.8861 2.2838 0.9106 1.55 0.09 -0.12
C 2.7064 -3.2704 -1.3428 0.50 0.90 0.28
H 1.0396 1.1109 -6.4433 -0.16 0.37 -0.12
O -2.7049 0.2687 -0.3155 0.85 -1.39 -0.46
H 1.4586 2.0908 -1.7426 0.00 -0.03 0.25
H 1.2542 -0.9708 -4.9123 0.23 1.29 0.93
H -1.2106 4.4389 -6.4136 -0.28 -0.05 -0.09
H -0.3504 -3.3553 -6.8116 0.16 0.25 -0.18
H -0.4822 -0.4326 -8.4429 -0.47 0.22 0.45
C -0.2200 -3.1294 -2.9694 -0.52 -0.53 -0.56
C -0.9705 1.3431 2.0152 0.33 0.06 -0.41
P -0.9333 -1.0574 -6.0832 -0.40 -0.72 -1.73
H -2.8312 3.7701 -6.8280 0.35 0.13 0.00
C 1.2879 -3.6069 -0.9474 -0.02 -0.85 -0.23
C 1.9361 -0.1048 0.2018 0.28 -0.87 -0.41
H -0.4006 -4.7115 -1.4959 -0.47 0.59 0.70
H 0.5164 2.1017 -7.8562 -0.08 -0.04 0.50
C -1.8556 -0.7336 -0.6420 -2.56 -1.06 1.62
H -0.2138 4.2340 1.4949 -0.82 -0.25 -0.29
H -1.4815 3.6500 -7.9925 -0.03 -0.06 0.49
H 1.8142 3.2384 -0.4550 -0.17 0.08 -0.28
H -1.6781 1.6435 -8.5453 -0.03 -0.07 0.33
H -2.1399 -1.0448 -8.2113 0.37 0.20 -0.04
C 0.4880 2.0124 -6.7556 0.03 0.10 0.56
H -0.6670 -1.0004 -3.2348 0.20 0.03 -0.65
C -2.4559 -2.0793 -5.8443 -0.07 0.09 0.33
H 2.6551 -3.7750 -3.4731 0.14 0.44 0.25
H 1.1573 -3.9060 0.0999 0.50 -0.69 -0.41
H -3.0239 1.0422 -7.5808 0.27 -0.07 -0.06
C 0.2369 -0.7621 2.7741 0.12 -0.35 0.14
H 3.0591 -2.4402 -0.6979 0.23 -0.33 -0.39
H 3.3329 -4.1372 -1.0632 -0.47 0.20 0.13
C 0.2028 -1.6417 -3.0247 0.20 -2.28 -0.32
H -0.0729 -0.4753 3.7848 0.19 -0.16 -0.22
H -0.3222 -1.6698 2.5048 0.18 0.14 0.03
H -1.9052 3.8480 1.9865 0.30 0.01 -0.52
C 0.9937 2.6854 -0.9355 0.23 0.25 -0.45
C -0.0151 0.3572 1.8283 -0.70 -0.47 -0.36
H 0.3618 3.4494 -1.4343 0.03 -0.06 0.29
H -2.3663 -3.0165 -6.4151 -0.24 0.36 0.25
H 3.2903 -0.8019 -3.2524 0.58 -0.60 -1.48
H 0.5612 -1.3933 -2.0202 -0.27 0.09 0.04
P -1.2848 1.9927 -6.1486 0.61 0.55 -2.04
C 0.6818 0.5767 0.5900 0.50 1.56 0.84
H 2.0815 -0.1451 -0.8898 0.01 -0.04 0.27
C -1.9243 1.0485 -7.6552 -0.57 -0.31 0.42
H -3.3408 -1.5192 -6.1841 0.22 -0.22 0.25
C 0.2910 1.8696 0.1108 -0.38 -0.70 1.28
H 1.2977 -1.0252 2.7939 -0.15 -0.02 0.10
H -1.6276 0.8192 4.0401 -0.01 0.18 -0.58
C 0.2390 -3.8664 -1.7458 -0.31 0.16 0.34
H 0.9813 -2.5846 -5.9337 -0.18 -0.15 -0.58
H -3.0472 -3.1797 1.1245 0.11 0.51 -0.08
H 1.9425 -1.1330 0.5862 0.03 0.25 -0.26
H 0.1714 -3.6673 -3.8517 -0.38 0.41 -0.03
Hf -1.2313 1.1930 -1.2430 -0.26 -0.02 -0.19
C 1.3913 -1.4623 -3.9496 -0.70 1.99 0.81
H -1.7964 2.5173 3.6446 0.03 -0.22 -0.30
C 2.5657 -1.6236 -3.3211 1.58 0.12 -0.91



77
Properties=species:S:1:pos:R:3:forces:R:3 method="wB97M-V/def2-TZVPD" spin_multiplicity=6 s_squared=8.765 total_energy_ev=-53194.979 orbital_gap_ev="6.823 / 5.588" e_homo_ev="-11.61 / -14.29" e_above_lowest_ev=2.048 charge=+2
C -1.6987 -1.0588 2.5409 -0.08 0.48 0.16
H 0.7203 -2.3528 -5.4106 0.23 -0.44 -0.20
H 0.8488 2.5995 -5.8677 -0.16 -0.33 -0.23
H -1.0318 0.9729 -7.3537 -0.24 0.20 -0.08
C 0.6015 0.9543 -4.5093 2.64 -0.07 -1.12
P 1.5601 1.8594 -1.9030 0.58 0.84 -1.23
H 0.2780 1.1903 2.8976 0.37 -0.03 -0.12
H -2.7270 -0.8178 -4.6540 -0.47 -0.30 -0.65
H -1.9528 -3.4181 -0.7628 0.48 0.12 0.22
C -1.9269 1.0054 -5.3620 0.69 1.50 -2.32
C 0.8044 3.4140 -2.6909 -0.64 -0.50 -0.37
H 1.9059 -2.2994 -1.7153 0.02 -0.36 0.06
H 1.3810 1.6607 -4.0532 -1.25 -1.94 -0.59
H 1.6587 3.4826 -0.1558 0.09 0.11 0.16
H -1.7734 -2.0080 3.0678 0.01 -0.13 0.05
H -1.8795 2.8264 0.0920 0.15 -0.39 0.56
H -2.6553 -0.8571 2.0701 -0.39 -0.05 0.06
H 1.1388 -0.2139 3.4839 0.03 0.19 -0.29
C 1.2165 -0.6457 0.2662 -0.38 -1.07 0.02
H -1.7479 -2.4790 -4.0668 0.16 -0.52 1.12
H 3.5404 2.4220 -3.1986 0.08 -0.32 0.03
H -3.5492 2.5064 -4.0069 -0.81 0.14 0.36
H -1.3407 2.5642 -6.6781 0.31 -0.13 -0.13
H -1.4998 -0.2687 3.2584 -0.01 -0.05 0.20
C -0.9629 1.5615 -6.4400 -1.38 -0.18 -0.64
H 1.5186 -3.3202 -0.2948 0.20 -0.16 -0.21
O -0.4539 1.6184 -0.7635 -0.73 -0.16 0.28
H 0.4557 -3.3178 -1.7146 0.03 -0.26 -0.03
H -1.1317 -0.9693 -7.1108 -0.22 0.11 0.29
C 0.7201 -0.5472 -4.3846 2.20 1.83 -1.31
H -2.0677 -3.2029 0.9911 -0.72 -0.46 0.32
H -1.2639 1.4408 1.1787 -0.10 0.95 -0.77
H 3.2451 3.0097 -0.8547 0.05 0.33 0.28
H 2.4421 1.9685 0.3196 0.08 0.12 0.16
H 0.7252 4.1571 -1.8592 0.25 -0.58 -0.87
C -0.8462 -1.7885 0.2807 0.97 -0.55 -1.23
H 1.0325 -0.9177 -6.3793 0.36 -0.36 -0.49
H 1.5411 3.7280 -3.4474 -0.13 0.15 0.43
H -0.6605 3.9194 -4.2999 0.38 0.04 0.01
C -0.6000 3.3257 -3.3826 -0.32 0.84 0.48
H -2.9752 1.2368 -5.6229 0.55 0.24 0.05
C 2.2780 2.6624 -0.4953 0.09 -0.04 0.87
C -1.0121 2.2360 0.4316 -0.13 -0.10 0.29
H 3.0379 -1.5012 0.5274 0.34 -0.05 -0.16
C -1.5654 -2.1428 -3.0198 -0.97 -1.10 -0.42
H -0.2694 2.9103 0.8714 -0.01 -0.22 -0.31
C 1.0220 0.4364 2.5985 0.17 -0.05 0.48
C 1.0961 -2.7056 -1.1002 0.47 -0.22 -1.10
H -2.5624 -1.8677 -2.6309 -0.01 -0.37 -0.01
Ir -0.8035 -0.2935 -3.2139 0.69 0.13 4.28
H -1.1611 -2.9374 -2.3832 -0.04 0.38 -0.63
C 0.5312 -0.3599 1.4524 -0.50 0.25 0.69
H -2.8957 -2.0970 -0.1621 0.06 -0.04 0.40
H 3.0770 -0.4611 -0.8992 -0.18 -0.04 0.15
C 3.2334 1.4597 -2.7625 -0.81 -0.26 -0.03
C -1.9969 -2.6905 0.0450 0.18 0.17 -0.15
C -1.2889 0.5701 -1.2784 0.75 -0.21 -0.38
C -1.0571 -1.3357 -6.0852 -0.53 0.13 1.47
H -1.5424 -2.3294 -6.0826 0.54 0.37 0.01
H 3.1814 0.6699 -3.5288 -0.04 0.49 0.30
H -1.3410 3.8061 -2.7338 0.14 0.06 0.07
H 1.6123 -0.8476 -3.8713 0.53 -0.49 0.21
H 1.1479 1.0740 -6.6902 -0.15 -0.06 0.44
C 0.4105 -1.6262 -0.4243 -0.23 0.03 1.28
C -0.6947 -1.0712 1.4741 0.20 0.81 0.38
H 3.9360 1.1492 -1.9828 -0.14 0.22 -0.13
P -1.4100 1.7550 -3.7518 -2.35 -0.85 -0.79
C 2.6904 -0.5455 0.1184 -0.02 -0.13 0.32
H 1.9991 0.8885 2.3934 -0.37 0.09 0.18
C 0.3989 -1.3445 -5.6146 0.66 -0.74 -0.67
H 3.1151 0.2167 0.7717 0.06 -0.09 -0.24
H -3.2476 2.1815 -2.2455 -0.58 0.07 0.07
H -3.6367 0.8259 -3.3659 0.21 0.20 0.01
C -1.7814 -0.4519 -5.0271 -1.30 0.72 -1.20
C -3.1690 1.8077 -3.2623 0.56 1.59 0.55
C 0.4742 1.5667 -5.9760 -0.13 0.30 1.71
O -2.2451 0.2599 -0.6238 -0.04 0.19 -0.37